(1)
Entry from the OMol25 dataset: a cluster of 2 separate species, C4H13NOS in total (ωB97M-V/def2-TZVPD).

XYZ file:
```
20
Properties=species:S:1:pos:R:3
C 2.264 0.147 -1.451
N 0.838 0.031 -1.118
C 0.571 -0.547 0.204
C -0.564 0.329 0.937
S -0.591 -0.179 2.654
C 0.074 -1.982 0.175
H 2.627 -0.779 -1.934
H 2.458 0.940 -2.201
H 2.869 0.428 -0.592
H 0.507 -0.592 -1.845
H 1.488 -0.509 0.818
H 0.038 1.254 0.980
H -1.475 0.413 0.365
H -1.575 -1.116 2.473
H 0.554 -2.594 -0.612
H 0.169 -2.557 1.090
H -0.969 -2.098 -0.112
H -1.126 2.784 -3.570
H -1.397 1.560 -2.741
O -1.859 2.279 -3.183
```

Values from the calculation:
LUMO   0.742 eV
Structure (SMILES)   CN[C@H](C)CS.O
Kohn-Sham gap   9.514 eV

(2)
Entry from the OMol25 dataset: a cluster of 2 separate species, C4H13NOS in total (ωB97M-V/def2-TZVPD).

XYZ file:
```
20
Properties=species:S:1:pos:R:3
C 1.683 1.348 1.879
N 1.161 0.647 0.720
C -0.279 0.612 0.554
C -0.555 0.206 -0.886
S -2.334 0.052 -1.194
C -1.016 -0.287 1.570
H 1.105 1.218 2.803
H 2.689 1.000 2.077
H 1.716 2.427 1.702
H 1.572 -0.269 0.616
H -0.638 1.649 0.696
H -0.046 0.907 -1.540
H -0.092 -0.775 -1.059
H -2.303 0.310 -2.506
H -2.079 -0.054 1.571
H -0.833 -1.330 1.346
H -0.667 -0.011 2.569
H 3.788 -2.070 -1.801
H 2.753 -2.929 -1.078
O 2.989 -2.004 -1.268
```

Values from the calculation:
LUMO   0.651 eV
Structure (SMILES)   CN[C@H](C)CS.O
Kohn-Sham gap   9.121 eV

Most stable to least stable, the ends of the list are (2) and (1).

(1)
Entry from the OMol25 dataset: the ion C7H14N with charge +1 (ωB97M-V/def2-TZVPD).

XYZ file:
```
22
Properties=species:S:1:pos:R:3
C 0.458 -1.771 -0.914
C -0.706 -1.622 0.069
C -0.462 -0.648 1.234
C 1.522 0.823 1.231
C 0.254 0.636 0.895
C -0.534 1.643 0.142
C -0.634 2.920 0.495
N 0.090 -1.362 -2.315
H 0.834 -2.789 -0.982
H 1.295 -1.178 -0.543
H -1.567 -1.289 -0.528
H -1.046 -2.567 0.488
H 0.049 -1.180 2.037
H -1.463 -0.439 1.620
H 2.212 1.604 0.941
H 2.025 0.036 1.791
H -0.916 1.329 -0.832
H -0.407 3.314 1.479
H -0.782 3.689 -0.259
H 0.047 -0.341 -2.354
H -0.814 -1.754 -2.585
H 0.819 -1.658 -2.965
```

Values from the calculation:
Total charge   +1
LUMO   -3.679 eV
Structure (SMILES)   C=CC(=C)CCC[NH3+]
Kohn-Sham gap   8.930 eV

(2)
Entry from the OMol25 dataset: the ion C7H14N with charge +1 (ωB97M-V/def2-TZVPD).

XYZ file:
```
22
Properties=species:S:1:pos:R:3
C 2.716 0.302 0.392
C -2.224 -0.115 0.462
C 1.433 0.366 0.702
C 0.030 -1.759 0.546
C 0.343 -0.512 -1.573
C -1.199 1.931 -0.012
C 0.110 -0.437 -0.116
N -1.109 0.439 0.150
H 3.526 0.899 0.840
H 2.972 -0.392 -0.353
H -2.174 -1.279 0.397
H -3.175 0.459 0.595
H 1.041 0.961 1.423
H -0.330 -1.622 1.600
H 1.037 -2.299 0.483
H -0.747 -2.370 0.035
H 1.326 -1.003 -1.621
H -0.382 -1.181 -2.048
H 0.441 0.581 -1.934
H -2.225 2.399 0.222
H -0.832 2.306 -1.054
H -0.581 2.326 0.863
```

Values from the calculation:
Total charge   +1
LUMO   -4.572 eV
Structure (SMILES)   C=CC(C)(C)[N+](=C)C
Kohn-Sham gap   9.387 eV

(3)
Entry from the OMol25 dataset: a cluster of 2 separate species, C7H14N in total (ωB97M-V/def2-TZVPD).

XYZ file:
```
22
Properties=species:S:1:pos:R:3
C 0.743 -2.457 -0.251
C 0.010 -1.644 -0.925
C -0.514 2.126 1.465
C -1.680 1.425 0.867
C -0.295 0.767 0.857
C -0.845 -1.264 -2.061
C 1.860 0.463 -0.178
N 0.482 0.550 -0.366
H 1.574 -2.094 0.300
H 0.955 -3.592 -0.466
H -0.140 2.956 0.813
H -0.383 2.370 2.478
H -2.461 1.031 1.514
H -2.020 1.661 -0.041
H -0.110 0.022 1.548
H -0.106 -0.936 -2.783
H -1.541 -0.513 -1.866
H -1.479 -2.148 -2.225
H 2.134 0.177 -1.221
H 2.323 1.470 -0.072
H 2.167 -0.197 0.525
H 0.024 1.062 -1.156
```

Values from the calculation:
Total charge   +1
LUMO   -5.002 eV
Kohn-Sham gap   8.580 eV

(4)
Entry from the OMol25 dataset: a cluster of 2 separate species, C7H14N in total (ωB97M-V/def2-TZVPD).

XYZ file:
```
22
Properties=species:S:1:pos:R:3
C -0.930 1.073 -0.703
C -0.550 -0.283 -0.987
C 0.474 0.159 0.098
C 1.707 0.691 -0.236
C -1.519 -0.822 3.305
C -1.151 -0.461 1.876
C 0.094 -0.178 1.476
N 1.485 -0.085 -3.504
H -0.610 1.800 -1.441
H -1.915 1.212 -0.275
H -0.124 -0.374 -2.003
H -1.138 -1.153 -0.734
H 1.639 1.613 -0.826
H 2.691 0.320 0.037
H -2.228 -0.227 3.877
H -1.835 -1.864 3.308
H -0.563 -0.804 3.848
H -2.000 -0.491 1.203
H 0.856 -0.090 2.243
H 1.992 -0.912 -3.813
H 1.893 0.199 -2.619
H 1.732 0.676 -4.130
```

Values from the calculation:
Total charge   +1
LUMO   -6.333 eV
Kohn-Sham gap   6.875 eV

Most stable to least stable, the ends of the list are (1) and (3).